(1)
This record from the Open Molecules 2025 dataset describes a structure of composition C20H19N5Nb. The level of theory is ωB97M-V/def2-TZVPD.

Properties
Molecular weight: 422.3 g mol⁻¹
LUMO energy (spin up / spin down): -12.60 / -12.58 eV
HOMO energy (spin up / spin down): -18.10 / -18.10 eV
Frontier orbital gap (spin up / spin down): 5.50 / 5.52 eV
Net charge: +3

Cartesian coordinates (Å):
Nb  0.000  0.000  0.000
C  4.442  -1.682  4.640
C  3.367  -1.745  3.600
C  2.157  -2.385  3.869
C  1.137  -2.407  2.912
C  1.279  -1.793  1.653
N  0.270  -1.896  0.759
C  0.341  -2.836  -0.224
C  1.087  -4.029  -0.100
C  0.994  -5.083  -1.020
C  0.129  -4.999  -2.107
C  0.017  -6.123  -3.088
C  -0.590  -3.815  -2.292
C  -0.475  -2.738  -1.382
N  -1.259  -1.576  -1.669
C  -2.587  -1.596  -2.087
C  -2.939  -0.306  -2.399
C  -1.755  0.425  -2.233
N  -0.722  -0.338  -1.887
C  2.477  -1.081  1.422
C  3.520  -1.089  2.373
N  2.685  -0.342  0.224
C  3.840  -0.378  -0.548
C  3.682  0.548  -1.551
C  2.467  1.180  -1.249
N  1.926  0.744  -0.114
H  4.414  -2.565  5.287
H  5.433  -1.651  4.175
H  4.313  -0.788  5.258
H  1.987  -2.878  4.821
H  0.209  -2.930  3.133
H  1.735  -4.170  0.762
H  1.588  -5.974  -0.848
H  0.265  -7.081  -2.618
H  -1.008  -6.206  -3.466
H  0.695  -5.958  -3.930
H  -1.225  -3.716  -3.169
H  -3.150  -2.515  -2.048
H  -3.911  0.053  -2.700
H  -1.586  1.483  -2.372
H  4.432  -0.531  2.177
H  4.597  -1.121  -0.352
H  4.343  0.730  -2.383
H  1.959  1.966  -1.790
H  -1.104  1.051  0.999

***

(2)
This record from the Open Molecules 2025 dataset describes a structure of composition C20H20BN5O4S3Tc. The level of theory is ωB97M-V/def2-TZVPD.

Properties
Molecular weight: 599.4 g mol⁻¹
LUMO energy (spin up / spin down): -1.77 / -1.43 eV
HOMO energy (spin up / spin down): -8.03 / -8.18 eV
<S²>: 0.921
Energy relative to the best compared isomer or geometry (same formula, charge and spin): 0.0000 eV
Multiplicity: 2
Frontier orbital gap (spin up / spin down): 6.26 / 6.76 eV

Cartesian coordinates (Å):
Tc  -0.837  -1.218  -0.181
C  -0.237  -1.277  -4.182
N  0.785  -0.359  -3.683
C  2.052  -0.222  -4.205
C  2.685  0.708  -3.453
N  1.815  1.133  -2.478
B  2.157  2.161  -1.355
N  2.875  1.398  -0.163
C  3.750  2.059  0.671
C  4.102  1.221  1.672
N  3.428  0.042  1.446
C  3.526  -1.169  2.252
C  2.678  0.163  0.326
S  1.765  -1.160  -0.306
C  0.673  0.453  -2.622
S  -0.750  0.653  -1.644
H  0.096  -1.653  -5.145
H  -1.178  -0.745  -4.300
H  -0.361  -2.102  -3.486
H  2.382  -0.795  -5.053
H  3.679  1.109  -3.531
H  2.956  2.958  -1.792
H  1.146  2.673  -0.948
H  4.051  3.072  0.473
H  4.770  1.350  2.505
H  3.964  -0.905  3.211
H  4.147  -1.911  1.753
H  2.539  -1.602  2.396
O  0.678  -4.877  -0.981
C  0.286  -3.840  -0.526
O  -0.238  -2.850  -1.235
C  0.321  -3.500  0.977
O  0.952  -4.096  1.797
O  -0.464  -2.442  1.284
C  0.281  0.876  2.156
C  -1.195  0.973  1.998
C  -1.895  1.941  2.757
C  -3.238  2.077  2.623
C  -3.938  1.228  1.742
C  -5.342  1.291  1.586
C  -5.976  0.429  0.740
C  -5.230  -0.527  0.023
C  -3.867  -0.609  0.149
S  -2.942  -1.814  -0.727
C  -3.194  0.281  1.019
N  -1.819  0.178  1.139
H  0.603  1.421  3.042
H  0.762  1.317  1.281
H  0.592  -0.165  2.227
H  -1.333  2.570  3.432
H  -3.782  2.824  3.189
H  -5.898  2.029  2.151
H  -7.050  0.471  0.620
H  -5.735  -1.219  -0.641

***

(3)
This record from the Open Molecules 2025 dataset describes a structure of composition C20H20Br2N3O8W. The level of theory is ωB97M-V/def2-TZVPD.

Properties
Molecular weight: 774.0 g mol⁻¹
LUMO energy (spin up / spin down): -3.93 / -4.00 eV
HOMO energy (spin up / spin down): -10.76 / -11.17 eV
<S²>: 2.012
Energy relative to the best compared isomer or geometry (same formula, charge and spin): 1.6980 eV
Multiplicity: 3
Frontier orbital gap (spin up / spin down): 6.83 / 7.17 eV
Net charge: +1

Cartesian coordinates (Å):
W  -0.415  0.765  -0.391
O  0.231  3.998  1.893
C  0.091  2.838  1.647
O  0.451  2.300  0.470
C  -0.372  1.793  2.678
C  0.601  0.595  2.583
C  0.558  -0.259  3.835
C  -0.849  -0.883  3.735
C  -1.340  -0.380  2.383
O  -0.094  -0.249  1.601
C  -1.753  1.094  2.397
C  -2.250  1.466  0.991
O  -2.287  2.626  0.606
O  -2.382  0.460  0.140
H  -0.362  2.262  3.659
H  1.587  0.836  2.191
H  1.336  -1.020  3.805
H  0.705  0.343  4.729
H  -0.808  -1.970  3.748
H  -1.519  -0.564  4.531
H  -2.021  -1.036  1.851
H  -2.501  1.352  3.145
C  -0.640  4.578  -1.916
O  -0.011  3.796  -2.975
C  -0.085  2.506  -2.857
O  -0.819  1.959  -1.992
N  0.623  1.810  -3.751
N  0.552  0.419  -3.746
H  -0.464  5.610  -2.197
H  -0.171  4.345  -0.962
H  -1.704  4.358  -1.879
H  1.249  2.319  -4.359
H  1.438  0.036  -3.438
H  0.328  0.092  -4.678
C  -2.631  -1.835  -1.447
C  -1.252  -2.268  -1.070
C  -0.974  -3.648  -0.967
C  0.293  -4.102  -0.719
C  1.352  -3.173  -0.624
C  2.729  -3.483  -0.487
Br  3.274  -5.281  -0.307
C  3.675  -2.489  -0.498
C  3.310  -1.141  -0.640
Br  4.632  0.194  -0.712
C  1.980  -0.782  -0.734
O  1.519  0.451  -0.897
C  1.011  -1.815  -0.714
N  -0.286  -1.369  -0.878
H  -2.999  -2.504  -2.224
H  -2.658  -0.811  -1.817
H  -3.309  -1.906  -0.597
H  -1.791  -4.342  -1.103
H  0.499  -5.159  -0.635
H  4.723  -2.734  -0.407

***

(4)
This record from the Open Molecules 2025 dataset describes a structure of composition C20H20BrN2O2PdS. The level of theory is ωB97M-V/def2-TZVPD.

Properties
Molecular weight: 538.8 g mol⁻¹
LUMO energy: -3.75 eV
HOMO energy: -10.58 eV
Frontier orbital gap: 6.83 eV
Net charge: +1

Cartesian coordinates (Å):
Pd  0.097  -0.653  -0.612
Br  5.955  -2.531  3.504
C  4.690  -1.917  2.245
C  5.114  -1.096  1.180
C  4.219  -0.637  0.256
C  2.842  -0.966  0.326
O  2.074  -0.531  -0.622
C  2.420  -1.788  1.412
C  1.076  -2.152  1.658
N  0.026  -1.787  0.987
C  -1.298  -2.115  1.389
C  -1.674  -2.813  2.507
C  -3.038  -3.066  2.761
C  -4.016  -2.638  1.908
C  -3.663  -1.912  0.749
C  -4.589  -1.466  -0.222
C  -4.148  -0.804  -1.333
C  -2.774  -0.543  -1.477
N  -1.900  -0.921  -0.573
C  -2.306  -1.631  0.522
C  3.379  -2.253  2.354
H  6.160  -0.835  1.097
H  4.544  -0.022  -0.572
H  0.916  -2.778  2.531
H  -0.946  -3.188  3.212
H  -3.303  -3.623  3.649
H  -5.057  -2.857  2.103
H  -5.643  -1.671  -0.083
H  -4.831  -0.474  -2.102
H  -2.379  0.001  -2.325
H  3.047  -2.881  3.172
C  -1.323  4.446  -0.719
C  -1.025  3.387  -1.771
S  0.172  2.199  -1.136
O  0.027  0.940  -2.005
C  1.720  2.951  -1.671
C  1.949  2.884  -3.171
H  -2.112  5.103  -1.080
H  -0.450  5.066  -0.512
H  -1.652  3.997  0.217
H  -0.647  3.816  -2.698
H  -1.901  2.784  -2.011
H  2.486  2.402  -1.123
H  1.696  3.972  -1.281
H  1.820  1.865  -3.532
H  2.969  3.197  -3.387
H  1.278  3.540  -3.724

***

(5)
This record from the Open Molecules 2025 dataset describes a structure of composition C20H20ClCrN5OP. The level of theory is ωB97M-V/def2-TZVPD.

Properties
Molecular weight: 464.8 g mol⁻¹
LUMO energy (spin up / spin down): -9.17 / -9.46 eV
HOMO energy (spin up / spin down): -14.82 / -14.82 eV
<S²>: 3.791
Multiplicity: 4
Frontier orbital gap (spin up / spin down): 5.65 / 5.37 eV
Net charge: +2

Cartesian coordinates (Å):
Cr  -1.101  -1.184  1.148
Cl  -2.455  0.205  2.229
C  -0.029  -2.393  -0.016
O  0.301  -3.243  -0.775
P  0.206  0.358  -0.163
C  1.697  0.753  0.809
C  0.876  0.216  -1.849
C  -0.792  1.881  -0.258
C  0.440  1.035  -2.917
C  1.049  0.957  -4.175
C  2.081  0.047  -4.411
C  2.508  -0.783  -3.372
C  1.919  -0.698  -2.106
H  -0.386  1.738  -2.765
H  0.723  1.643  -4.963
H  2.576  0.009  -5.376
H  3.319  -1.495  -3.524
H  2.264  -1.356  -1.301
C  1.725  0.326  2.143
C  2.872  0.558  2.899
C  3.967  1.250  2.365
C  3.925  1.690  1.036
C  2.795  1.442  0.250
H  0.845  -0.178  2.559
H  2.899  0.212  3.930
H  4.830  1.473  3.002
H  4.769  2.232  0.607
H  2.793  1.762  -0.797
C  -0.286  3.112  0.180
C  -1.101  4.245  0.130
C  -2.412  4.161  -0.326
C  -2.908  2.934  -0.764
C  -2.099  1.802  -0.769
H  0.739  3.181  0.547
H  -0.686  5.200  0.440
H  -3.049  5.041  -0.375
H  -3.924  2.841  -1.134
H  -2.475  0.842  -1.139
H  -0.127  -1.877  2.305
H  -0.873  -1.582  2.780
N  -2.930  -5.608  2.627
N  -3.133  -4.395  1.967
N  -3.752  -4.394  0.705
C  -3.257  -3.278  0.199
N  -2.330  -2.702  0.989
N  -2.194  -3.487  2.095
H  -2.611  -5.403  3.563
H  -3.777  -6.161  2.582
H  -3.431  -2.930  -0.812

***

> Look up the molecular weight of the first one.

422.3 g mol⁻¹

***

> Which value of molecular weight does entry 5 give?

464.8 g mol⁻¹

***

> Which value of molecular weight does entry 3 give?

774.0 g mol⁻¹